one | The following is a DFT calculation (wB97M-V/def2-TZVPD) of C4H10FN as an isolated structure.

Results
- HOMO energy: -8.67 eV
- E_LUMO: 1.03 eV

Each line ends with the natural charge from an NBO analysis.
Geometry (Å):
H 1.3101 2.1066 -0.8567  0.221
C 0.6961 -0.2409 -0.6895  0.580
H -1.1739 -1.2691 0.6466  0.211
H -1.3400 0.2849 -1.0138  0.238
H -0.1551 -1.7447 2.0631  0.202
N 0.7767 -1.2295 0.3332  -0.653
F 1.8116 -0.2696 -1.4888  -0.367
H -0.1430 -0.1391 1.8388  0.171
C 0.8244 1.5640 0.0112  -0.700
H 1.4763 1.3585 0.8583  0.196
C -0.2653 -1.0842 1.2697  -0.417
H 1.6045 -1.2171 0.8273  0.361
H -0.4219 -0.0415 -2.5068  0.234
C -0.6408 -0.4414 -1.4447  -0.716
H -0.8249 -1.5314 -1.6187  0.238
H -0.1760 1.9305 0.3126  0.201

---

two | The following is a DFT calculation (wB97M-V/def2-TZVPD) of a 2-piece molecular cluster, C4H10FN overall.

Results
- HOMO energy (alpha / beta): -10.72 / -10.31 eV
- E_LUMO (alpha / beta): -1.27 / -2.06 eV

Each line ends with the natural charge from an NBO analysis.
Geometry (Å):
H -0.7038 1.7486 -0.1415  0.222
F -3.2240 0.2227 -0.0400  -0.406
C 0.7573 -1.1699 0.5926  -0.581
H 0.4533 -0.3073 -2.0768  0.211
H -1.4988 0.3585 1.5956  0.374
H -0.6527 -1.7327 -1.8648  0.226
N -1.3366 -0.4560 0.8785  -0.215
C -0.3127 -0.2459 -0.0671  0.029
H 0.8058 1.4414 -0.8844  0.211
C 0.1425 1.2158 -0.0196  -0.618
C -0.4583 -0.6464 -1.6202  -0.591
H 0.7314 1.4050 0.9157  0.207
H 0.4002 -1.5434 1.5390  0.236
H 0.9465 -2.0444 -0.1024  0.230
H -1.3446 -0.0104 -1.9627  0.245
H 1.6639 -0.6272 0.7731  0.220

---

Verdict on stability: one comes out on top.

---

one | The following is a DFT calculation (wB97M-V/def2-TZVPD) of a 2-piece molecular cluster, C2H7OP overall.

Results
- HOMO energy (alpha / beta): -7.28 / -7.33 eV
- E_LUMO (alpha / beta): 0.57 / 0.61 eV

Each line ends with the natural charge from an NBO analysis.
Geometry (Å):
C -1.4048 0.0659 -0.0323  0.048
H -1.5798 -1.7673 0.5421  0.491
P 1.9270 -0.4705 -0.1189  0.280
H 0.8668 -1.4738 -0.0630  -0.045
H -1.6833 0.6269 -0.9054  0.176
H -1.4311 0.4958 0.9110  0.178
H 0.7384 1.3797 -1.3765  0.206
H 1.0518 1.8480 0.4195  0.218
O -1.5631 -1.2216 -0.3161  -0.651
H 2.2138 -0.4623 1.3178  -0.027
C 0.8641 0.9792 -0.3781  -0.874

---

two | The following is a DFT calculation (wB97M-V/def2-TZVPD) of one molecule with the formula C2H7OP.

Results
- SMILES: C[C@H](O)P
- HOMO energy: -9.77 eV
- E_LUMO: 0.96 eV

Each line ends with the natural charge from an NBO analysis.
Geometry (Å):
H 0.1460 -0.7616 1.9007  0.220
C 0.2410 -0.2959 -0.2714  -0.102
H -1.2950 -1.2050 0.7131  0.220
H -0.8348 2.0341 -0.7397  -0.030
O 1.6157 -0.1395 -0.0363  -0.688
P -0.5441 0.9469 -1.6433  0.246
H -0.8500 0.5667 1.1580  0.225
H 1.4343 -0.7991 0.5635  0.465
C -0.4620 -0.4534 1.0512  -0.676
H 0.6383 1.4538 -1.9707  -0.021
H -0.0895 -1.3469 -0.7251  0.140

---

Verdict on stability: two comes out on top.

---

one | The following is a DFT calculation (wB97M-V/def2-TZVPD) of a 2-piece molecular cluster, C3H11NO2 overall.

Results
- Spin multiplicity: 2
- Charge: +1
- HOMO energy (alpha / beta): -12.61 / -12.61 eV
- E_LUMO (alpha / beta): -4.26 / -10.03 eV

Each line ends with the Mulliken spin population.
Geometry (Å):
H -1.6358 1.7664 1.9883  0.000
H 2.5190 0.7436 -2.3958  -0.015
H -2.2322 0.3202 2.5780  0.000
H 4.1824 -0.9091 -1.5019  -0.016
H -3.8738 1.5013 0.8555  0.000
H 1.1587 -1.2561 -0.7808  0.006
O 1.8309 0.3494 -1.9080  0.258
C 2.0298 -0.9178 -1.4040  -0.028
N 3.3492 -1.0511 -0.8490  0.813
C -1.7802 -0.0364 0.6840  0.000
O -3.6991 1.3828 1.8017  0.000
C -2.2774 0.9586 1.7348  0.000
H -2.3007 0.2448 -0.1820  0.000
H 3.4689 -0.4122 -0.0367  -0.021
H 1.9362 -1.6192 -2.1916  0.002
H -2.0138 -1.1004 0.9460  0.000
H -0.6621 0.0351 0.6616  0.000

---

two | The following is a DFT calculation (wB97M-V/def2-TZVPD) of a 2-piece molecular cluster, C3H11NO2 overall.

Results
- Spin multiplicity: 2
- Charge: +1
- HOMO energy (alpha / beta): -15.02 / -15.00 eV
- E_LUMO (alpha / beta): -3.48 / -9.01 eV

Each line ends with the Mulliken spin population.
Geometry (Å):
H 0.6157 -0.0054 -2.3187  0.021
N -0.3327 0.1980 -0.3123  0.743
H -1.0764 0.0963 -2.2966  0.041
C 0.9649 1.2770 1.6920  0.001
H 2.5762 0.4256 2.3657  0.001
H -2.2895 -1.0565 -1.3418  0.002
O 1.5669 0.2620 2.4378  0.002
H -0.0911 1.3976 1.8336  -0.003
C 0.8361 0.9501 0.0941  0.063
H -0.3917 -1.4253 -1.7724  0.001
H -0.4434 -0.6802 0.2405  -0.006
H -1.7863 -2.5310 -1.7049  -0.001
H 1.8050 0.5891 -0.3003  0.048
H 1.6303 2.0697 1.9027  0.001
C -0.3220 -0.3765 -1.6858  0.041
H 0.7014 1.9428 -0.5220  0.047
O -2.5413 -1.9260 -1.7505  0.001

---

Verdict on stability: two comes out on top.

---

one | The following is a DFT calculation (wB97M-V/def2-TZVPD) of a 2-piece molecular cluster, C4H9N3 overall.

Results
- HOMO energy: -9.03 eV
- E_LUMO: -0.54 eV

Each line ends with the natural charge from an NBO analysis.
Geometry (Å):
H 1.0060 -1.2780 -1.3030  0.391
H 1.4027 1.5660 0.4582  0.203
N -1.2630 -1.3346 0.2130  -0.444
H -0.1759 -2.0036 1.8625  0.181
C 0.4571 1.0474 0.5160  -0.251
H 0.4175 0.4662 2.6918  0.308
H -1.3374 -0.6464 -1.8860  0.213
H 2.0347 0.1081 -1.2195  0.378
N 0.8716 -0.2093 1.3214  -0.534
N 1.0003 -0.1589 -1.3734  -0.872
C -0.2451 -1.1697 1.0990  0.209
H -0.4442 1.3746 -1.3406  0.199
C -0.0779 0.6055 -0.7825  -0.132
H -0.1964 1.4589 1.3114  0.193
H -2.1843 0.4422 -0.8159  0.208
C -1.2659 -0.2685 -0.7523  -0.249

---

two | The following is a DFT calculation (wB97M-V/def2-TZVPD) of one molecule with the formula C4H9N3.

Results
- SMILES: [H]/N=C\C/C(N)=N\C
- HOMO energy: -8.84 eV
- E_LUMO: 0.95 eV

Each line ends with the natural charge from an NBO analysis.
Geometry (Å):
H -0.2732 0.9913 -1.3978  0.240
H 1.8091 1.5719 1.3142  0.197
H -3.1710 -0.1071 0.2274  0.338
H -0.7617 -2.3933 -0.3971  0.379
H 2.9762 0.8901 0.1786  0.205
C 0.4050 -0.7070 -0.2948  0.449
N 1.2895 -0.2547 0.5194  -0.528
H -1.3737 -0.4532 -1.4900  0.215
C -1.4319 0.7096 0.4217  0.175
C 1.9065 1.0369 0.3633  -0.435
H 1.4780 1.6886 -0.4090  0.162
N 0.1846 -2.0570 -0.3273  -0.800
N -2.5836 0.4714 0.8273  -0.614
H 0.8092 -2.6047 0.2441  0.400
C -0.6983 0.1381 -0.8697  -0.562
H -0.5649 1.0792 1.0897  0.178

---

Verdict on stability: two comes out on top.

---

one | The following is a DFT calculation (wB97M-V/def2-TZVPD) of C4H9N3 as an isolated structure.

Results
- HOMO energy (alpha / beta): -7.51 / -7.51 eV
- E_LUMO (alpha / beta): -0.27 / -0.27 eV

Each line ends with the natural charge from an NBO analysis.
Geometry (Å):
C 0.4886 0.1651 -1.0464  -0.317
C 1.4455 -0.6509 -1.5948  -0.377
N 0.4309 0.6366 1.4875  -0.822
C -0.1071 -0.0680 0.3731  0.154
C -1.5307 0.4434 0.0036  0.306
N -0.1129 -1.4607 0.7370  -0.834
H 2.1612 -0.2591 -2.3081  0.202
H -2.5991 1.6005 1.1726  0.405
H 1.5686 -1.6796 -1.2782  0.203
H -0.6292 -1.9997 0.0477  0.365
H -1.0553 0.2266 -1.3373  0.101
H -0.6197 -1.5489 1.6138  0.370
H 0.6224 1.6061 1.2613  0.371
N -1.9623 1.5685 0.3680  -0.725
H 0.6022 1.2258 -1.2747  0.222
H 1.2969 0.1942 1.7750  0.377

---

two | The following is a DFT calculation (wB97M-V/def2-TZVPD) of one molecule with the formula C4H9N3.

Results
- SMILES: [H]/N=C/N(C)C(=C)N
- HOMO energy: -7.13 eV
- E_LUMO: 0.97 eV

Each line ends with the natural charge from an NBO analysis.
Geometry (Å):
H -2.3372 1.3500 -0.6764  0.187
H -1.8189 1.1276 1.6238  0.380
C -0.4653 0.7607 0.1551  0.301
H -0.6313 0.0574 2.0711  0.362
N -0.7123 -1.2810 -1.6155  -0.640
C 1.7256 0.0165 0.8777  -0.417
H 2.6742 -0.2231 0.3901  0.200
N -0.8539 0.8614 1.5012  -0.841
H -0.9347 1.2110 -1.8549  0.203
H 1.5299 -0.7391 1.6499  0.166
H -0.9537 -1.9504 -2.3360  0.376
H 1.2120 -2.0126 -1.1114  0.176
C 0.3991 -1.2806 -1.0600  0.286
H 1.8050 0.9871 1.3797  0.225
C -1.3229 1.0307 -0.8693  -0.484
N 0.6844 0.0844 -0.1250  -0.482

---

three | The following is a DFT calculation (wB97M-V/def2-TZVPD) of a 2-piece molecular cluster, C4H9N3 overall.

Results
- SMILES: CC(N)=C=N.C=N
- HOMO energy: -7.67 eV
- E_LUMO: 0.87 eV

Each line ends with the natural charge from an NBO analysis.
Geometry (Å):
C 0.7943 -1.1149 0.5750  -0.046
C -2.1454 1.2638 -1.0307  -0.073
N -1.7058 -1.4504 0.8792  -0.626
H 1.5692 0.6518 1.6963  0.222
N 1.7066 -2.0925 0.1726  -0.805
H -1.6522 1.9273 0.7950  0.334
C -0.4877 -1.3347 0.7564  0.324
C 1.3449 0.2923 0.5870  -0.624
H 0.5218 0.8749 0.1747  0.213
H 1.1966 -2.9732 0.1832  0.368
H -1.3983 0.5395 -1.0901  0.150
H 2.5658 -2.1573 0.6472  0.372
N -2.3870 1.9169 0.0026  -0.580
H -2.9956 1.2837 -1.6671  0.169
H 2.3185 0.3977 -0.1361  0.235
H -2.3497 -1.2278 0.1628  0.366

---

four | The following is a DFT calculation (wB97M-V/def2-TZVPD) of one molecule with the formula C4H9N3.

Results
- HOMO energy (alpha / beta): -8.08 / -7.08 eV
- E_LUMO (alpha / beta): 1.02 / 0.27 eV

Each line ends with the natural charge from an NBO analysis.
Geometry (Å):
H 1.6978 -1.2565 1.7222  0.222
N 0.7781 -1.1623 -1.1896  -0.517
N 1.3043 0.7100 -0.1021  -0.437
H -1.3712 -0.0312 0.2720  0.201
C 0.6990 -1.1617 1.2569  -0.425
H 1.9182 0.9307 -0.9143  0.365
H 0.3870 -2.1152 1.0185  0.197
C -1.3249 1.0032 -0.1269  -0.504
H -2.2126 1.6439 0.1060  0.232
H 0.0555 -1.8428 -1.1785  0.319
N 1.0222 -0.5985 -0.0927  -0.008
C 0.0152 1.4736 -0.5433  -0.154
C -0.8742 0.9327 -1.5000  -0.151
H -0.0834 -0.6164 1.6564  0.212
H -0.8793 0.0539 -2.1004  0.214
H 0.0615 2.6105 -0.5665  0.237

---

Verdict on stability: two comes out on top.

---

one | The following is a DFT calculation (wB97M-V/def2-TZVPD) of one molecule with the formula C4H9N3.

Results
- HOMO energy: -6.68 eV
- E_LUMO: 0.51 eV

Each line ends with the natural charge from an NBO analysis.
Geometry (Å):
H 0.2509 2.2826 -0.0020  0.352
C -0.7772 -0.5430 -0.1770  0.017
H -1.1219 -0.2095 -2.8288  0.191
H -1.8018 -0.4196 -0.5257  0.186
H 1.2179 -0.9497 -0.9761  0.217
H 0.6870 -1.4365 2.6591  0.368
H 0.6170 -0.5711 -3.3345  0.202
H 1.5144 -0.7366 1.3926  0.339
N 0.6687 -1.2299 1.6725  -0.867
C 0.2083 -0.6761 -1.2574  -0.262
H -1.4349 1.3029 1.4679  0.373
H 0.8465 2.0050 1.5234  0.352
N -0.6734 0.8055 1.0163  -0.377
C -0.5632 -0.7207 1.2198  -0.102
N 0.4717 1.5707 0.6870  -0.681
C -0.1100 -0.4740 -2.5370  -0.307

---

two | The following is a DFT calculation (wB97M-V/def2-TZVPD) of one molecule with the formula C4H9N3.

Results
- SMILES: C=C(C)/C(N)=N/N
- HOMO energy (alpha / beta): -7.62 / -7.63 eV
- E_LUMO (alpha / beta): 0.92 / 0.92 eV

Each line ends with the natural charge from an NBO analysis.
Geometry (Å):
H 1.1270 0.7702 -1.8666  0.213
N 1.4811 0.1067 0.3321  -0.327
H 3.1624 0.6595 1.1763  0.362
C 0.1520 0.0442 0.5018  0.332
N 2.1647 0.7039 1.3684  -0.685
H 0.2331 -0.5225 -2.7328  0.172
H -2.3032 -1.0718 0.0441  0.201
C -0.5316 -0.1249 -0.7607  -0.100
C -1.8860 -0.7402 -0.9098  -0.639
H 0.2507 0.1377 2.4707  0.396
C 0.4036 -0.0333 -1.7751  -0.274
H -1.3059 -0.2243 1.8790  0.382
H 1.9189 1.6917 1.4610  0.341
N -0.4336 0.2603 1.7306  -0.828
H -1.8405 -1.6222 -1.5591  0.229
H -2.5928 -0.0349 -1.3598  0.225

---

Verdict on stability: two comes out on top.